No. 1
Formula: C9H15CoFN2S3Sb
Source: the Open Molecules 2025 dataset
Level of theory: the ωB97M-V functional and the def2-TZVPD basis

HOMO level (spin up / spin down) = -0.3849 / -0.4021 Eh
expectation value of S² = 8.8089
LUMO (spin up / spin down) = -3.37 / -5.57 eV
electronic energy = -3378.64179 Ha
HOMO-LUMO gap (spin up / spin down) = 7.11 / 5.37 eV

Structure (ORCA input):
```
! RIJCOSX wB97M-V def2-TZVPD def2/J DEFGRID3
* xyz 1 6
Co 0.0493 0.7602 0.5169
S -0.0400 -3.4953 2.1488
Sb 1.4443 -1.7005 2.2338
S 1.4141 -0.8630 -0.1082
S -0.0601 0.1984 2.6942
N -3.5019 -3.1107 0.9579
C -3.5719 -1.7602 0.3253
C -2.1394 -1.2171 0.2594
N -1.9914 0.1670 -0.1767
H -4.3952 -3.4257 1.3320
H -2.7636 -3.1212 1.7109
H -3.1633 -3.8134 0.2980
H -4.1927 -1.1198 0.9509
H -4.0375 -1.8510 -0.6555
H -1.5216 -1.8474 -0.3803
H -1.7385 -1.2708 1.2732
H -2.6458 0.7699 0.3153
H -2.1749 0.2630 -1.1701
F 2.0585 3.2410 -5.0304
C 1.6727 3.1378 -3.7636
C 0.3164 3.2146 -3.4690
C -0.0780 3.1088 -2.1580
C 0.8663 2.9166 -1.1167
C 0.4490 2.8389 0.2438
C 2.2389 2.8582 -1.4685
C 2.6384 2.9723 -2.7771
H -0.3967 3.3752 -4.2657
H -1.1268 3.1998 -1.9007
H -0.5445 3.2353 0.4580
H 1.1973 3.0782 0.9923
H 2.9741 2.7450 -0.6823
H 3.6831 2.9422 -3.0542
*
```

No. 2
Formula: C5H13NP
Source: the Open Molecules 2025 dataset
Level of theory: the ωB97M-V functional and the def2-TZVPD basis

HOMO level = -0.5307 Eh
ΔE to the lowest compared entry with this formula, charge and spin = 71.0 kJ/mol
LUMO = -4.04 eV
electronic energy = -594.12217 Ha
HOMO-LUMO gap = 10.40 eV

Structure (ORCA input):
```
! RIJCOSX wB97M-V def2-TZVPD def2/J DEFGRID3
* xyz 1 1
C -1.5214 0.1017 0.0706
C -2.2392 -1.1206 -0.6813
C 0.8108 2.0468 0.0098
C 0.8126 -0.3039 -1.5948
C 0.9438 -0.7508 1.2654
N -2.2790 0.7556 1.0127
P 0.2475 0.3166 -0.0112
H -3.2688 -1.0891 -0.3126
H -2.1865 -0.7216 -1.7207
H -1.7140 -2.0974 -0.3421
H 1.8739 1.8221 0.1177
H 0.3935 2.4605 0.9277
H 0.4051 2.4618 -0.9118
H 1.8133 0.1329 -1.8886
H 0.1959 -0.1105 -2.4260
H 1.2135 -1.3730 -1.5591
H 1.0309 -0.0918 2.1817
H 1.8984 -1.1871 0.9230
H 0.2944 -1.6218 1.3664
H -1.8053 1.4431 1.5676
*
```

No. 3
Formula: C28H26MoN2O3PS4
Source: the Open Molecules 2025 dataset
Level of theory: the ωB97M-V functional and the def2-TZVPD basis

HOMO level (spin up / spin down) = -0.3690 / -0.3688 Eh
expectation value of S² = 2.0228
ΔE to the lowest compared entry with this formula, charge and spin = 0.0 kJ/mol
LUMO (spin up / spin down) = -4.14 / -4.59 eV
electronic energy = -3419.81189 Ha
HOMO-LUMO gap (spin up / spin down) = 5.91 / 5.44 eV

Structure (ORCA input):
```
! RIJCOSX wB97M-V def2-TZVPD def2/J DEFGRID3
* xyz 1 3
Mo 0.5513 -0.5132 1.0332
S -1.4989 -1.5295 2.0016
C -1.4001 -3.2465 1.5433
C -2.3444 -4.0853 2.1252
C -2.2778 -5.4514 1.9171
C -1.2932 -5.9832 1.0986
C -0.3575 -5.1491 0.5064
C -0.3999 -3.7807 0.7360
S 0.9379 -2.7821 0.0685
C 0.2423 -2.2639 -1.5685
C 0.6651 -0.8883 -1.9426
C 0.7972 -0.5369 -3.2812
C 1.1348 0.7611 -3.6126
C 1.3515 1.6765 -2.5927
C 1.2039 1.2713 -1.2747
C 1.4314 2.2352 -0.1548
S 0.2804 1.9268 1.2660
C 1.3483 2.2267 2.6772
C 1.7914 3.5211 2.9125
C 2.5869 3.7943 4.0111
C 2.9026 2.7779 4.9025
C 2.4242 1.4998 4.6991
C 1.6454 1.2007 3.5786
S 1.0116 -0.4162 3.4175
N 0.8507 0.0110 -0.9723
H -3.1154 -3.6593 2.7467
H -2.9875 -6.1025 2.4019
H -1.2387 -7.0489 0.9378
H 0.4349 -5.5565 -0.1041
H -0.8587 -2.2572 -1.4453
H 0.5366 -2.9864 -2.3268
H 0.6184 -1.2718 -4.0458
H 1.2357 1.0586 -4.6454
H 1.6357 2.6910 -2.8184
H 1.2814 3.2630 -0.4883
H 2.4400 2.1172 0.2524
H 1.5033 4.3124 2.2371
H 2.9563 4.7956 4.1731
H 3.5236 2.9943 5.7573
H 2.6464 0.7053 5.3948
O -1.4734 -0.7012 0.5729
O -2.1431 -1.2719 -0.4819
O 4.7125 -0.7430 0.3285
C 3.6104 -0.5220 0.6213
N 2.4971 -0.2556 0.9450
C -3.2333 1.6887 -0.0994
P -1.9905 1.2084 -1.3783
C -1.6226 2.9357 -1.9530
C -3.1063 0.6644 -2.7209
C -3.0335 1.1861 -4.0094
C -3.9893 0.8404 -4.9484
C -4.9981 -0.0538 -4.6280
C -5.0196 -0.6439 -3.3744
C -4.0760 -0.2914 -2.4286
H -3.7521 0.8116 0.2760
H -3.9613 2.3791 -0.5249
H -2.7072 2.1751 0.7236
H -2.5451 3.4340 -2.2411
H -0.9407 2.9283 -2.7992
H -1.1584 3.4818 -1.1330
H -2.2477 1.8729 -4.2883
H -3.9527 1.2807 -5.9334
H -5.7505 -0.3073 -5.3598
H -5.7765 -1.3750 -3.1288
H -4.0664 -0.7676 -1.4603
*
```

No. 4
Formula: H26O13
Source: the Open Molecules 2025 dataset
Level of theory: the ωB97M-V functional and the def2-TZVPD basis

HOMO level = -0.4171 Eh
ΔE to the lowest compared entry with this formula, charge and spin = 293.7 kJ/mol
LUMO = -0.08 eV
electronic energy = -993.66138 Ha
HOMO-LUMO gap = 11.27 eV

Structure (ORCA input):
```
! RIJCOSX wB97M-V def2-TZVPD def2/J DEFGRID3
* xyz 0 1
O -3.8972 0.8474 -4.4426
H -4.7042 0.4859 -4.8091
H -3.8522 0.4852 -3.5577
O 1.9646 1.1781 5.0742
H 1.9916 1.3619 4.1352
H 2.8359 1.4166 5.3906
O 5.5061 -0.3797 -0.1542
H 4.7264 -0.9349 -0.1440
H 6.2390 -0.9946 -0.1236
O -0.3853 -2.1104 -3.9594
H -0.8043 -2.9246 -4.2383
H -1.0468 -1.4356 -4.1118
O -3.4572 -4.1527 3.6594
H -2.9938 -3.3682 3.3662
H -3.5745 -4.0245 4.6007
O 1.2325 3.2602 -3.2993
H 1.5971 4.0214 -3.7508
H 1.6226 2.5077 -3.7442
O 0.1222 -3.7249 0.9276
H 0.9074 -3.9242 1.4375
H -0.2723 -4.5789 0.7509
O -2.0218 -0.1039 4.1063
H -1.4541 -0.1774 3.3391
H -1.4330 0.1502 4.8170
O 3.2197 -4.1992 -1.7413
H 2.9222 -4.8098 -1.0669
H 2.4629 -3.6368 -1.9065
O -4.3244 0.5133 -0.3368
H -3.9860 0.9988 0.4155
H -5.1543 0.9421 -0.5457
O -1.9579 5.2864 -0.7703
H -1.1306 5.1370 -1.2279
H -1.6998 5.5264 0.1197
O 3.6561 3.6339 0.5829
H 4.1000 2.7858 0.5797
H 3.0463 3.5882 -0.1535
O 0.0441 0.6393 0.5998
H -0.0882 1.0205 -0.2682
H 0.0412 -0.3060 0.4497
*
```

No. 5
Formula: C25H41Cl32NO5
Source: the Open Molecules 2025 dataset
Level of theory: the ωB97M-V functional and the def2-TZVPD basis

HOMO level = -0.3585 Eh
LUMO = -1.28 eV
electronic energy = -16134.22592 Ha
HOMO-LUMO gap = 8.47 eV

Structure (ORCA input):
```
! RIJCOSX wB97M-V def2-TZVPD def2/J DEFGRID3
* xyz 0 1
C -2.8517 -2.9832 -3.0618
C -1.8318 -4.1102 -2.9794
O -0.6041 -3.8356 -3.6576
C -0.0619 -2.5831 -3.3236
C 1.4802 -2.6170 -3.4220
C 1.9900 -1.6382 -2.3892
C 1.8485 -0.3225 -2.5582
N 1.2735 0.3664 -3.6389
C 0.1527 0.8321 -3.4097
O -0.9599 1.1130 -3.2889
C 2.4178 0.3312 -1.3308
O 2.4197 1.4799 -1.0085
O 2.9379 -0.6482 -0.5421
C 2.6409 -1.8964 -1.0639
O 2.8533 -2.9213 -0.5138
H -3.7712 -3.3265 -2.5818
H -2.5357 -2.1156 -2.4772
H -3.0244 -2.6323 -4.0802
H -1.6022 -4.3172 -1.9246
H -2.2574 -4.9979 -3.4455
H -0.3110 -2.3658 -2.2760
H -0.4739 -1.8121 -3.9844
H 1.8193 -2.3029 -4.4096
H 1.8363 -3.6267 -3.2309
C -5.6511 -5.9741 -3.3312
Cl -4.2334 -5.8265 -4.3783
Cl -5.2158 -6.1079 -1.6241
H -6.2716 -5.0947 -3.4611
H -6.1962 -6.8650 -3.6200
C 0.4160 3.4367 0.6121
Cl -1.3383 3.3591 0.4026
Cl 1.0748 4.9972 0.0811
H 0.6466 3.3059 1.6607
H 0.8744 2.6540 0.0234
C 4.3204 4.1265 1.6980
Cl 5.8760 4.3770 2.4890
Cl 3.1219 3.4513 2.8177
H 3.9502 5.0778 1.3352
H 4.4479 3.4301 0.8770
C 5.3446 -3.5230 -2.9330
Cl 3.9179 -4.5650 -2.9041
Cl 5.6911 -2.9243 -4.5594
H 5.1673 -2.6730 -2.2836
H 6.1969 -4.0911 -2.5803
C -2.0270 4.2377 -3.2348
Cl -3.7874 4.1648 -3.3704
Cl -1.3847 5.7907 -3.7850
H -1.7523 4.0987 -2.1964
H -1.6000 3.4532 -3.8467
C -4.4369 -3.0865 1.2156
Cl -3.8756 -4.7361 0.9081
Cl -3.4633 -1.8810 0.3672
H -5.4669 -3.0194 0.8692
H -4.3755 -2.8877 2.2798
C 3.9741 1.7138 6.0146
Cl 2.8596 1.4670 7.3628
Cl 5.6030 2.1326 6.5629
H 4.0320 0.7977 5.4388
H 3.6005 2.5226 5.3989
C -0.4391 2.2960 -7.5494
Cl 0.0536 1.3518 -6.1319
Cl 0.8147 2.3148 -8.7895
H -1.3359 1.8530 -7.9664
H -0.6341 3.3143 -7.2325
C 6.1725 5.0556 9.0249
Cl 5.0307 4.8765 10.3625
Cl 7.8072 5.4075 9.5992
H 6.1908 4.1312 8.4608
H 5.8415 5.8725 8.3967
C -8.0572 -1.9752 -0.6636
Cl -7.7061 -2.5282 0.9823
Cl -6.5902 -1.8439 -1.6391
H -8.7208 -2.6933 -1.1301
H -8.5297 -1.0020 -0.6068
C -8.5060 -8.5117 -0.5603
Cl -8.6999 -7.9861 -2.2418
Cl -7.4250 -7.4501 0.3416
H -9.4795 -8.5044 -0.0849
H -8.0922 -9.5129 -0.5580
C 1.2759 -1.7916 2.8741
Cl -0.4756 -1.9926 2.9560
Cl 1.7303 -0.2996 2.0367
H 1.6708 -1.7556 3.8826
H 1.6982 -2.6299 2.3311
C 2.4193 5.0176 -3.2299
Cl 3.9249 5.6805 -3.8757
Cl 1.6347 3.9322 -4.3837
H 2.6419 4.4604 -2.3281
H 1.7421 5.8351 -3.0093
C -2.8147 -1.5182 -6.8789
Cl -3.8773 -0.8267 -5.6447
Cl -3.1079 -3.2450 -7.1128
H -2.9993 -1.0085 -7.8175
H -1.7852 -1.3774 -6.5670
C 4.5934 3.9430 13.9384
Cl 4.9921 2.7604 15.1914
Cl 4.7031 5.5996 14.5456
H 5.2902 3.8266 13.1168
H 3.5801 3.7629 13.5994
C 2.3780 5.7867 5.5881
Cl 3.9467 6.0268 6.3682
Cl 1.1960 5.0955 6.7026
H 2.0123 6.7434 5.2343
H 2.5106 5.1002 4.7608
*
```

No. 6
Formula: C39H51FInN4O12
Source: the Open Molecules 2025 dataset
Level of theory: the ωB97M-V functional and the def2-TZVPD basis

HOMO level = -0.1582 Eh
LUMO = 0.42 eV
electronic energy = -2928.09200 Ha
HOMO-LUMO gap = 4.72 eV

Structure (ORCA input):
```
! RIJCOSX wB97M-V def2-TZVPD def2/J DEFGRID3
* xyz -1 1
C 4.4648 3.1658 -0.7930
O 3.5621 2.4719 -1.6864
C 3.6730 2.9664 -3.0387
C 3.3127 4.5106 -3.2298
C 1.7214 4.8059 -3.2489
C 1.1299 5.2503 -1.8232
In -0.4712 3.7124 -1.2407
F -1.0085 2.7435 -3.0196
C -2.1930 4.6128 -0.0985
C -3.5675 4.7207 -0.9201
C -4.5792 3.4879 -0.6240
C -4.3667 2.3362 -1.7432
O -5.0503 2.6553 -2.9841
C -4.8458 1.6807 -3.9792
C -3.5636 0.7572 -4.1438
O -5.7546 1.5673 -4.8478
C 0.5816 2.2978 0.2288
C -0.0426 0.8135 0.2187
C 1.1166 -0.2956 0.0386
O 0.8000 -1.0111 -1.1987
C 1.8381 -1.9727 -1.5130
H 5.4906 3.3622 -1.2605
H 4.6031 2.4751 0.1132
H 3.9930 4.1396 -0.3980
H 4.7318 2.7405 -3.4382
H 2.9570 2.3372 -3.6773
H 3.7809 5.2118 -2.4638
H 3.7152 4.8220 -4.2588
H 1.5260 5.6687 -3.9810
H 1.1803 3.8961 -3.7038
H 0.6107 6.2622 -1.8777
H 1.9479 5.1912 -1.0268
H -2.3975 4.0075 0.8488
H -1.8819 5.6660 0.2168
H -4.1189 5.6500 -0.5072
H -3.4372 4.9128 -2.0392
H -4.3336 3.0234 0.4000
H -5.6706 3.8299 -0.5527
H -3.2389 2.3569 -1.9697
H -4.5905 1.2995 -1.3257
H -2.9676 1.0635 -5.0713
H -2.8868 0.6982 -3.2354
H -3.9587 -0.3040 -4.3551
H 1.7142 2.3362 0.1324
H 0.3390 2.7355 1.2718
H -0.5519 0.5579 1.2240
H -0.8682 0.6709 -0.5698
H 2.1516 0.1950 -0.0736
H 1.1827 -0.9955 0.9433
H 2.2891 -1.7303 -2.5416
H 2.6426 -1.8889 -0.7171
H 1.3945 -3.0163 -1.5159
C -1.4228 -6.3799 2.8398
C -1.0346 -7.0483 1.6825
C -0.1094 -6.4688 0.8211
C 0.4240 -5.2196 1.1323
C 0.0341 -4.5423 2.2850
C -0.8933 -5.1281 3.1388
N 1.4165 -4.6154 0.2420
O 1.7220 -5.2287 -0.7732
O 1.8855 -3.5365 0.5630
H -2.1412 -6.8372 3.5135
H -1.4515 -8.0231 1.4534
H 0.1851 -6.9993 -0.0774
H 0.4415 -3.5678 2.5306
H -1.2021 -4.6109 4.0411
C 2.7608 10.5091 0.4233
C 1.5529 11.0487 0.8552
C 0.4977 10.2098 1.1961
C 0.6657 8.8301 1.1048
C 1.8689 8.2835 0.6662
C 2.9180 9.1301 0.3246
N -0.4334 7.9408 1.4861
O -1.4836 8.4539 1.8478
O -0.2358 6.7404 1.4237
H 3.5845 11.1670 0.1631
H 1.4351 12.1246 0.9288
H -0.4383 10.6418 1.5310
H 2.0043 7.2102 0.5877
H 3.8604 8.7147 -0.0156
C 6.3635 -7.6025 -1.3290
C 5.1543 -7.0578 -0.9080
C 4.0975 -7.8926 -0.5633
C 4.2643 -9.2733 -0.6399
C 5.4695 -9.8253 -1.0677
C 6.5203 -8.9830 -1.4131
N 3.1615 -10.1565 -0.2537
O 2.1130 -9.6378 0.0985
O 3.3536 -11.3621 -0.3019
H 7.1885 -6.9478 -1.5921
H 5.0365 -5.9813 -0.8456
H 3.1606 -7.4549 -0.2369
H 5.6049 -10.8988 -1.1343
H 7.4642 -9.4021 -1.7447
C -6.8734 -3.2283 3.4284
C -5.9258 -2.5463 4.1854
C -4.9466 -3.2521 4.8751
C -4.9235 -4.6429 4.7956
C -5.8736 -5.3322 4.0458
C -6.8508 -4.6183 3.3616
N -3.8787 -5.3887 5.4997
O -3.0732 -4.7525 6.1621
O -3.8691 -6.6078 5.3809
H -7.6331 -2.6736 2.8865
H -5.9489 -1.4631 4.2349
H -4.2138 -2.7093 5.4613
H -5.8644 -6.4145 3.9833
H -7.5936 -5.1447 2.7723
*
```

Please write out number 1 again, unchanged.
Formula: C9H15CoFN2S3Sb
Source: the Open Molecules 2025 dataset
Level of theory: the ωB97M-V functional and the def2-TZVPD basis

HOMO level (spin up / spin down) = -0.3849 / -0.4021 Eh
expectation value of S² = 8.8089
LUMO (spin up / spin down) = -3.37 / -5.57 eV
electronic energy = -3378.64179 Ha
HOMO-LUMO gap (spin up / spin down) = 7.11 / 5.37 eV

Structure (ORCA input):
```
! RIJCOSX wB97M-V def2-TZVPD def2/J DEFGRID3
* xyz 1 6
Co 0.0493 0.7602 0.5169
S -0.0400 -3.4953 2.1488
Sb 1.4443 -1.7005 2.2338
S 1.4141 -0.8630 -0.1082
S -0.0601 0.1984 2.6942
N -3.5019 -3.1107 0.9579
C -3.5719 -1.7602 0.3253
C -2.1394 -1.2171 0.2594
N -1.9914 0.1670 -0.1767
H -4.3952 -3.4257 1.3320
H -2.7636 -3.1212 1.7109
H -3.1633 -3.8134 0.2980
H -4.1927 -1.1198 0.9509
H -4.0375 -1.8510 -0.6555
H -1.5216 -1.8474 -0.3803
H -1.7385 -1.2708 1.2732
H -2.6458 0.7699 0.3153
H -2.1749 0.2630 -1.1701
F 2.0585 3.2410 -5.0304
C 1.6727 3.1378 -3.7636
C 0.3164 3.2146 -3.4690
C -0.0780 3.1088 -2.1580
C 0.8663 2.9166 -1.1167
C 0.4490 2.8389 0.2438
C 2.2389 2.8582 -1.4685
C 2.6384 2.9723 -2.7771
H -0.3967 3.3752 -4.2657
H -1.1268 3.1998 -1.9007
H -0.5445 3.2353 0.4580
H 1.1973 3.0782 0.9923
H 2.9741 2.7450 -0.6823
H 3.6831 2.9422 -3.0542
*
```

Copy entry 4 word for word.
Formula: H26O13
Source: the Open Molecules 2025 dataset
Level of theory: the ωB97M-V functional and the def2-TZVPD basis

HOMO level = -0.4171 Eh
ΔE to the lowest compared entry with this formula, charge and spin = 293.7 kJ/mol
LUMO = -0.08 eV
electronic energy = -993.66138 Ha
HOMO-LUMO gap = 11.27 eV

Structure (ORCA input):
```
! RIJCOSX wB97M-V def2-TZVPD def2/J DEFGRID3
* xyz 0 1
O -3.8972 0.8474 -4.4426
H -4.7042 0.4859 -4.8091
H -3.8522 0.4852 -3.5577
O 1.9646 1.1781 5.0742
H 1.9916 1.3619 4.1352
H 2.8359 1.4166 5.3906
O 5.5061 -0.3797 -0.1542
H 4.7264 -0.9349 -0.1440
H 6.2390 -0.9946 -0.1236
O -0.3853 -2.1104 -3.9594
H -0.8043 -2.9246 -4.2383
H -1.0468 -1.4356 -4.1118
O -3.4572 -4.1527 3.6594
H -2.9938 -3.3682 3.3662
H -3.5745 -4.0245 4.6007
O 1.2325 3.2602 -3.2993
H 1.5971 4.0214 -3.7508
H 1.6226 2.5077 -3.7442
O 0.1222 -3.7249 0.9276
H 0.9074 -3.9242 1.4375
H -0.2723 -4.5789 0.7509
O -2.0218 -0.1039 4.1063
H -1.4541 -0.1774 3.3391
H -1.4330 0.1502 4.8170
O 3.2197 -4.1992 -1.7413
H 2.9222 -4.8098 -1.0669
H 2.4629 -3.6368 -1.9065
O -4.3244 0.5133 -0.3368
H -3.9860 0.9988 0.4155
H -5.1543 0.9421 -0.5457
O -1.9579 5.2864 -0.7703
H -1.1306 5.1370 -1.2279
H -1.6998 5.5264 0.1197
O 3.6561 3.6339 0.5829
H 4.1000 2.7858 0.5797
H 3.0463 3.5882 -0.1535
O 0.0441 0.6393 0.5998
H -0.0882 1.0205 -0.2682
H 0.0412 -0.3060 0.4497
*
```